# 1
The following is a DFT calculation (ωB97M-V with the def2-TZVPD basis set) of a molecular structure, C3H2KMgO3 at a distorted geometry.

The geometry in XYZ format:
```
10
Properties=species:S:1:pos:R:3:forces:R:3
C 1.5360 -1.0887 -0.3524 3.32 2.64 1.82
C 0.3972 -0.1676 -0.2439 -0.25 -1.95 -1.91
O -0.8482 -0.8200 -0.4245 1.55 -0.25 -1.01
C -1.9770 -0.2474 0.0485 -1.84 1.49 1.83
O -1.8313 0.7031 0.8504 0.06 -0.81 -0.99
O 2.6810 -0.5538 -0.1144 -2.98 -3.21 -0.90
K -4.9359 0.6397 0.9877 0.80 -0.18 -0.19
H 0.4271 0.4115 0.6922 0.07 0.62 -0.71
H 0.8072 0.1513 -1.3512 -1.38 0.83 1.99
Mg 3.7439 0.9718 -0.0924 0.65 0.81 0.07
```
Forces are in eV/Å.

## Properties
Gap between HOMO and LUMO (alpha / beta) in eV: 5.52 / 4.35
Total charge: +1
E_LUMO (alpha / beta) in eV: -4.57 / -5.31
Spin multiplicity: 1
Energy above the lowest of the compared OMol25 structures with the same formula, charge and spin in kcal per mole: 67.7
E_tot in eV: -31044.5641

=====

# 2
The following is a DFT calculation (ωB97M-V with the def2-TZVPD basis set) of 2 unconnected molecules or ions with the total composition C13H17O at a distorted geometry.

The geometry in XYZ format:
```
31
Properties=species:S:1:pos:R:3:forces:R:3
C -1.7329 1.3975 -0.1544 0.34 0.83 -0.41
C -1.4128 2.9361 -0.1271 0.23 -1.23 -0.34
C -0.1447 3.0096 0.6690 -0.46 -1.00 -0.21
C 0.2838 1.7584 1.0671 0.22 0.26 -0.42
C -0.5738 0.7346 0.5551 -2.12 0.55 2.56
C -0.6845 -0.6108 1.0847 0.15 -0.23 -0.20
C 0.2956 -1.1386 1.9599 0.16 -0.21 -0.10
C 0.1865 -2.4312 2.4653 0.04 0.22 0.06
C -0.9218 -3.2275 2.1561 0.09 0.48 -0.36
C -1.9296 -2.7091 1.3342 -0.19 0.34 -0.13
C -1.8266 -1.4198 0.8191 0.18 -0.05 -0.28
H -2.6829 1.2183 0.3688 0.37 -0.24 -0.07
H -1.8427 1.0342 -1.1884 -0.03 0.03 0.28
H -1.2686 3.2646 -1.1641 0.14 0.34 0.23
H -2.2493 3.5210 0.2874 0.43 -0.08 0.01
H 0.3394 3.9541 0.9000 -0.01 -0.20 0.16
H 1.1258 1.5487 1.7270 -0.16 0.26 -0.37
H 1.1511 -0.5218 2.2322 -0.11 -0.30 -0.08
H 0.9686 -2.8289 3.1090 -0.17 0.15 -0.12
H -0.9975 -4.2456 2.5322 0.03 0.24 -0.02
H -2.8057 -3.3142 1.0908 0.30 0.23 0.12
H -2.6286 -1.0186 0.1928 0.31 -0.28 0.18
C 2.7563 -0.1557 -3.2750 -0.22 0.17 0.01
C 2.0220 -0.2331 -1.9421 0.44 -0.54 0.26
O 0.8491 0.5669 -1.9213 -0.66 0.49 0.01
H 3.6560 -0.7773 -3.2405 -0.14 0.04 0.14
H 2.1388 -0.5273 -4.0957 -0.03 0.10 0.10
H 3.0748 0.8644 -3.5035 -0.12 -0.06 0.04
H 1.7322 -1.2776 -1.7576 0.19 0.10 0.07
H 2.6942 0.1041 -1.1407 0.00 -0.16 -0.06
H 0.4280 0.5247 -1.0402 0.83 -0.25 -1.04
```
Forces are in eV/Å.

## Properties
Gap between HOMO and LUMO in eV: 7.09
Total charge: +1
E_LUMO in eV: -6.15
Spin multiplicity: 1
Energy above the lowest of the compared OMol25 structures with the same formula, charge and spin in kcal per mole: 36.1
E_tot in eV: -15796.1001

=====

# 3
The following is a DFT calculation (ωB97M-V with the def2-TZVPD basis set) of a molecular structure, C33H36As2NO7SW at a distorted geometry.

The geometry in XYZ format:
```
81
Properties=species:S:1:pos:R:3:forces:R:3
W 1.1500 -0.2727 -0.3094 0.26 1.05 -0.27
O -0.0467 2.4145 1.2495 0.32 -0.29 0.81
C -1.0451 1.8006 2.0711 -0.03 -0.09 0.14
C -1.0473 0.3137 1.6876 -0.56 0.50 -0.40
O -1.5838 -0.5587 2.2896 0.04 -0.28 0.54
O -0.5793 0.1077 0.4426 0.79 -0.46 -0.47
C -0.7731 1.9464 3.5653 0.05 0.10 -0.09
C -1.8017 1.7132 4.4739 -0.03 -0.01 -0.02
C -1.5765 1.8436 5.8334 0.04 -0.01 0.00
C -0.3213 2.2139 6.3000 -0.01 0.00 -0.01
C 0.7054 2.4442 5.3995 0.02 -0.01 0.01
C 0.4838 2.3049 4.0350 -0.01 -0.06 -0.02
C -2.4031 2.3936 1.6847 -0.13 -0.07 0.01
C -3.3870 1.6730 1.0217 -0.02 -0.01 -0.04
C -4.5747 2.2889 0.6416 0.04 0.01 0.00
C -4.7823 3.6299 0.9155 -0.02 0.02 0.00
C -3.8045 4.3557 1.5854 -0.01 -0.02 -0.01
C -2.6283 3.7380 1.9730 0.03 -0.01 0.01
H 0.0793 3.3112 1.5718 0.07 0.18 0.24
H -2.7832 1.4304 4.1159 0.00 0.00 0.00
H -2.3832 1.6600 6.5306 0.00 0.00 0.00
H -0.1474 2.3211 7.3624 0.00 0.00 0.00
H 1.6878 2.7267 5.7546 -0.01 0.00 0.00
H 1.3028 2.4552 3.3454 0.03 0.01 -0.06
H -3.2505 0.6197 0.8052 -0.03 0.04 0.01
H -5.3388 1.7139 0.1348 0.00 0.00 0.00
H -5.7069 4.1080 0.6209 0.00 0.00 0.00
H -3.9666 5.3996 1.8188 0.00 0.00 0.00
H -1.8864 4.3026 2.5272 0.01 0.01 0.02
C 0.4931 -6.5859 0.1843 0.02 -0.01 0.00
C 1.0388 -5.2799 0.6857 0.27 0.05 0.03
C 0.2029 -4.1761 0.8465 0.13 0.28 0.15
C 0.7001 -2.9542 1.2863 0.08 -0.20 0.34
C 2.0703 -2.8365 1.5657 -0.48 -0.08 -0.20
C 2.9139 -3.9274 1.4442 0.02 -0.17 -0.03
C 2.3913 -5.1416 1.0093 -0.11 0.07 0.00
S 2.7459 -1.2257 1.7916 0.10 -0.49 0.18
O 1.5790 -0.3257 1.9632 -0.43 0.07 0.01
O 3.8053 -1.2664 2.7351 -0.02 0.28 -0.08
N 3.0905 -0.7124 0.3189 -0.21 -0.32 -0.46
C 4.0891 -1.2667 -0.5773 -0.18 0.12 -0.12
C 3.6104 -0.8661 -1.9736 -0.06 -0.04 0.18
O 4.2475 -0.9155 -2.9795 0.00 -0.04 0.15
O 2.3219 -0.4531 -1.9391 0.20 -0.04 0.05
H -0.5118 -6.7649 0.5648 0.00 0.01 0.00
H 1.1268 -7.4202 0.4791 0.00 0.00 0.00
H 0.4379 -6.5817 -0.9065 0.00 0.00 0.00
H -0.8593 -4.2820 0.6620 -0.03 0.02 0.03
H 0.0101 -2.1502 1.5438 0.11 -0.14 -0.19
H 3.9628 -3.8356 1.6976 0.00 -0.02 -0.01
H 3.0461 -5.9994 0.9224 0.01 0.01 0.01
H 4.1293 -2.3618 -0.5370 -0.01 0.03 0.02
H 5.0880 -0.8773 -0.3902 -0.01 0.05 -0.01
C -0.8049 2.9155 -1.4110 0.03 0.35 0.00
As 0.7083 1.7735 -1.7763 -0.15 -0.24 -0.06
C 2.2278 2.9635 -1.9310 0.00 -0.02 0.04
C 0.3036 1.1835 -3.5869 -0.03 0.01 -0.02
C 0.3624 2.0556 -4.6687 0.00 -0.01 0.06
C -0.0102 1.6220 -5.9319 -0.01 -0.05 -0.04
C -0.4484 0.3178 -6.1223 0.01 0.04 0.01
C -0.5104 -0.5566 -5.0476 0.02 0.04 0.00
C -0.1325 -0.1236 -3.7817 0.02 0.05 0.06
As -0.1863 -1.3014 -2.2488 0.40 0.04 0.17
C -2.0522 -1.7013 -2.0245 -0.17 -0.03 0.03
C 0.6280 -2.9542 -2.8705 -0.10 -0.01 0.07
H -1.7183 2.3328 -1.5090 -0.04 -0.03 0.04
H -0.8022 3.7151 -2.1505 -0.04 -0.02 -0.11
H -0.7393 3.3246 -0.3988 -0.09 -0.17 -0.65
H 2.4603 3.1407 -2.9780 -0.01 0.02 -0.02
H 3.0874 2.5052 -1.4487 0.01 -0.02 -0.01
H 1.9937 3.9043 -1.4356 0.01 -0.01 -0.01
H 0.6990 3.0773 -4.5377 0.00 0.01 0.01
H 0.0429 2.3021 -6.7715 0.00 0.00 0.00
H -0.7364 -0.0186 -7.1092 0.00 0.00 0.00
H -0.8473 -1.5746 -5.2075 0.01 0.00 0.01
H -2.3340 -2.4823 -2.7287 -0.09 0.04 0.01
H -2.6285 -0.7989 -2.2192 -0.03 -0.02 0.00
H -2.2380 -2.0286 -1.0039 0.00 -0.06 0.02
H 0.9861 -2.8234 -3.8877 0.01 0.01 -0.05
H -0.1018 -3.7624 -2.8315 0.02 0.03 -0.01
H 1.4700 -3.2002 -2.2262 -0.02 0.02 0.02
```
Forces are in eV/Å.

## Properties
Gap between HOMO and LUMO (alpha / beta) in eV: 7.77 / 7.77
Total charge: +1
E_LUMO (alpha / beta) in eV: -3.20 / -3.21
Spin multiplicity: 1
Energy above the lowest of the compared OMol25 structures with the same formula, charge and spin in kcal per mole: 21.7
E_tot in eV: -184961.1395

=====

# 4
The following is a DFT calculation (ωB97M-V with the def2-TZVPD basis set) of 2 unconnected molecules or ions with the total composition C5H11NO.

The geometry in XYZ format:
```
18
Properties=species:S:1:pos:R:3:forces:R:3
C -1.7176 0.0323 -0.9321 -0.03 -0.01 -0.06
C -1.9195 1.1719 0.0601 -0.01 0.09 0.06
C 0.0226 0.2195 1.9584 0.16 -0.45 -0.10
N 0.6966 -0.4810 1.0512 -0.10 0.17 0.16
C 1.6656 0.1332 0.1868 0.14 0.39 -0.10
O 1.7404 1.3255 0.0701 -0.01 -0.60 0.13
C 2.5048 -0.8536 -0.5858 0.09 -0.01 0.00
H -2.3918 0.1469 -1.7853 0.07 -0.09 0.04
H -0.6936 0.0116 -1.3272 -0.18 0.08 0.04
H -1.9198 -0.9506 -0.4872 0.03 0.18 -0.02
H -1.8937 2.1472 -0.4339 -0.08 -0.13 -0.02
H -2.8665 1.0790 0.6004 0.05 0.03 -0.15
H -1.1219 1.2177 0.8173 -0.21 0.11 -0.17
H -0.7610 -0.4674 2.3378 0.19 0.01 0.11
H 0.5217 -1.4648 0.8421 -0.01 0.16 0.02
H 1.9891 -1.1281 -1.5128 0.02 0.03 0.13
H 2.6960 -1.7635 -0.0107 -0.02 0.09 -0.08
H 3.4485 -0.3758 -0.8491 -0.12 -0.05 0.01
```
Forces are in eV/Å.

## Properties
Gap between HOMO and LUMO in eV: 9.11
E_LUMO in eV: 0.42
Spin multiplicity: 1
Energy above the lowest of the compared OMol25 structures with the same formula, charge and spin in kcal per mole: 75.6
E_tot in eV: -8898.4171